ORCA calculation (ωB97M-V/def2-TZVPD) on an isolated ion of composition C4H7N8O and charge +1.

XYZ file:
```
20
Properties=species:S:1:pos:R:3
C 1.79101 0.05104 0.62211
C 0.79152 0.68963 -0.07625
C -0.66056 -1.31306 -0.59474
C -0.62300 0.80805 0.19986
N 2.91254 0.37695 -0.03587
N 1.28290 1.40255 -1.08879
N -1.30863 0.46143 1.25955
N -1.41785 -0.76676 1.58157
N 2.55468 1.06817 -1.14034
N -0.91057 -1.72307 0.60902
N -1.44274 -3.02464 0.65902
N -1.16215 2.18504 -0.39354
O -0.03227 -1.53819 -1.57711
H 1.77410 -0.41510 1.61316
H 3.14777 1.35264 -1.95666
H -0.79362 -3.81570 0.65471
H -2.15938 -3.12136 1.44539
H -1.61797 1.97426 -1.28389
H -0.29910 2.74938 -0.77589
H -1.82669 2.59872 0.27870
```

Calculated values
Gap between HOMO and LUMO (spin up / spin down) (hartree): 0.246 / 0.254
Multiplicity: 3
HOMO (spin up / spin down) (eV): -10.598 / -13.384
<S²>: 2.02
Charge: +1

ORCA calculation (ωB97M-V/def2-TZVPD) on one molecule with the formula C25H42F8O5S.

XYZ file:
```
81
Properties=species:S:1:pos:R:3
C -8.89536 -6.15165 -2.73196
C -7.72128 -5.21081 -2.46020
C -7.29586 -4.39355 -3.69689
C -5.83457 -4.58858 -4.10016
C -4.83477 -4.14748 -3.00946
C -3.91464 -3.00657 -3.45833
C -2.78049 -3.49096 -4.37117
C -1.60920 -4.14815 -3.63750
C -0.79971 -3.20474 -2.74869
C 0.19476 -3.93999 -1.84969
C 0.79497 -3.08724 -0.73401
C -0.22931 -2.56897 0.27643
C 0.40496 -2.02927 1.55646
C 1.13425 -0.70057 1.36359
C 1.49218 -0.03373 2.69888
C 2.80452 0.75642 2.74714
C 2.87043 2.07731 1.97640
C 2.02702 3.14892 2.63608
C 2.11465 4.53513 2.00610
O 2.23254 5.45695 3.07655
C 2.44225 6.77711 2.66263
C 3.16432 7.54847 3.74849
F 2.37785 7.59541 4.84664
F 3.31765 8.81454 3.30025
C 4.55152 7.04972 4.25025
F 4.42172 5.80219 4.74290
F 4.91110 7.86344 5.25518
C 5.73892 7.01294 3.24510
F 6.84604 6.82689 3.98275
F 5.84158 8.19534 2.62065
C 5.67169 5.86251 2.20565
F 4.95901 6.29912 1.13509
F 6.91245 5.57276 1.79228
C 2.73045 1.97311 0.45653
O 3.97131 1.39316 0.02564
S 5.16331 1.98599 0.89994
O 5.94058 0.89800 1.36484
O 5.76594 3.08782 0.23736
O 4.26309 2.58061 2.05823
H -8.57806 -7.00366 -3.33755
H -9.68987 -5.63685 -3.27777
H -9.32548 -6.53795 -1.80653
H -6.86744 -5.80305 -2.11630
H -7.97760 -4.54524 -1.63281
H -7.47317 -3.32664 -3.52728
H -7.93442 -4.67330 -4.54100
H -5.67870 -5.63824 -4.36648
H -5.63998 -4.00767 -5.00765
H -4.22225 -4.99875 -2.69788
H -5.38286 -3.83151 -2.11694
H -3.51225 -2.49002 -2.58373
H -4.51435 -2.27035 -4.00373
H -2.40684 -2.66700 -4.98696
H -3.20499 -4.22635 -5.06399
H -1.97555 -4.99329 -3.04294
H -0.93229 -4.57628 -4.38482
H -1.46850 -2.59087 -2.14073
H -0.24226 -2.51805 -3.39685
H 1.00844 -4.32567 -2.47243
H -0.29591 -4.81665 -1.40960
H 1.33879 -2.24731 -1.18229
H 1.54189 -3.68549 -0.20097
H -0.82472 -1.77056 -0.18064
H -0.93192 -3.37336 0.51888
H -0.36418 -1.90440 2.32578
H 1.11992 -2.76854 1.93530
H 2.04741 -0.86354 0.78025
H 0.49014 -0.04787 0.76220
H 1.60088 -0.82783 3.44400
H 0.65854 0.58029 3.05273
H 3.00323 1.02799 3.78770
H 3.62660 0.10923 2.43314
H 0.99657 2.79218 2.69184
H 2.38453 3.24909 3.66313
H 1.22732 4.77145 1.40496
H 2.99214 4.62019 1.35305
H 3.01792 6.83724 1.73477
H 1.49780 7.31767 2.51237
H 5.19538 4.96267 2.60095
H 1.92502 1.33197 0.11921
H 2.62522 2.95475 -0.01240
```

Calculated values
Gap between HOMO and LUMO (hartree): 0.412
HOMO (eV): -10.859
SMILES: CCCCCCCCCCCCCCCC[C@]1(CCOCC(F)(F)C(F)(F)C(F)(F)C(F)F)COS(=O)(=O)O1